Record 1
Computed, not measured: a molecular structure, C10H24MnO6 in a non-equilibrium geometry, with ωB97M-V with the def2-TZVPD basis set.

DFT total energy ... -54344.59956 eV
Energy relative to the best compared isomer or geometry (same formula, charge and spin) ... 17.310 eV
Net charge ... 0
HOMO (spin up / spin down) ... -2.8103 / -7.8543 eV
2S+1 ... 6
LUMO (spin up / spin down) ... 0.66 / 0.45 eV

```
41
C10H24MnO6, DFT ωB97M-V with the def2-TZVPD basis set
Mn -0.345 -0.042 -0.161
O -0.283 0.566 -1.745
C -1.666 0.358 -1.790
C -2.195 -0.820 -0.923
O -1.695 -0.860 0.432
H -1.964 0.271 -2.835
H -2.151 1.242 -1.376
H -1.932 -1.779 -1.369
H -3.282 -0.771 -0.982
C 2.588 -0.107 -1.055
O 1.475 0.252 -0.288
C 1.196 1.674 -0.191
C 0.096 2.089 0.822
O -1.009 1.312 0.532
C -2.175 1.777 1.168
H 3.506 0.467 -0.931
H 2.256 -0.010 -2.089
H 2.730 -1.177 -0.904
H 0.859 1.989 -1.179
H 2.121 2.224 -0.022
H -0.126 3.152 0.722
H 0.452 1.994 1.847
H -2.692 2.486 0.522
H -1.970 2.304 2.099
H -2.830 0.913 1.284
C -0.142 0.307 2.875
O -0.107 -0.268 1.495
C 0.997 -1.155 1.381
C 0.935 -2.044 0.134
O 0.554 -1.284 -0.953
C 0.583 -1.999 -2.179
H -1.047 0.901 2.997
H 0.659 1.045 2.866
H 0.013 -0.443 3.651
H 0.846 -1.884 2.177
H 1.987 -0.701 1.415
H 0.163 -2.786 0.337
H 1.865 -2.554 -0.116
H 1.565 -2.377 -2.460
H 0.204 -1.368 -2.984
H -0.039 -2.893 -2.227
```

Record 2
Computed, not measured: 40 unconnected molecules or ions with the total composition H80O40 in a non-equilibrium geometry, with ωB97M-V with the def2-TZVPD basis set.

DFT total energy ... -83198.08004 eV
Energy relative to the best compared isomer or geometry (same formula, charge and spin) ... 7.735 eV
Net charge ... 0
HOMO ... -10.3245 eV
LUMO ... -0.63 eV

```
120
H80O40, DFT ωB97M-V with the def2-TZVPD basis set
H 2.208 2.843 3.363
H 3.086 3.259 4.426
O 2.958 3.477 3.494
H -3.634 3.602 1.699
H -5.060 4.223 2.003
O -4.293 3.778 2.360
H 1.810 1.113 -0.312
H 0.738 2.027 -1.049
O 1.000 1.626 -0.207
H 1.651 5.595 -2.396
H 2.289 5.993 -1.069
O 2.483 5.943 -2.006
H 4.286 -5.429 -0.694
H 2.979 -4.737 -1.245
O 3.632 -5.432 -1.390
H 3.130 0.742 -2.397
O 2.493 0.023 -2.614
H 1.706 -0.554 6.755
O 1.360 0.147 6.197
H -4.188 -1.211 0.723
H -4.553 -0.071 1.730
O -4.910 -0.643 1.014
H 5.247 1.320 -1.583
H 4.524 1.630 -0.321
O 4.338 1.569 -1.286
H 1.697 -1.848 -3.907
H 0.059 -1.758 -3.786
O 0.849 -1.689 -4.307
H -0.462 2.358 2.579
H 0.195 3.495 3.521
O 0.205 2.580 3.244
H 0.774 -0.765 4.252
O 1.015 -1.659 3.946
H 4.921 1.925 2.354
H 3.500 1.268 2.260
O 4.362 1.410 1.770
H 0.262 0.384 1.032
H -1.086 1.181 1.207
O -0.569 0.431 1.568
H -4.208 2.353 3.690
H -2.727 2.337 3.687
O -3.458 1.997 4.196
H 2.900 -5.076 2.049
H 1.897 -4.319 1.308
O 2.498 -5.093 1.170
H 0.793 -3.799 -1.669
H 1.130 -4.798 -0.548
O 1.487 -3.966 -0.997
H -0.951 -4.997 0.560
H -0.485 -6.318 1.088
O -0.318 -5.753 0.328
H -1.249 -1.018 4.559
O -1.263 -0.510 5.386
H 0.163 3.403 -0.995
H -0.792 3.368 -2.250
O -0.731 3.222 -1.290
H -4.062 -2.225 -2.626
O -3.766 -2.315 -1.725
H 0.398 0.042 -2.749
H 0.033 -0.775 -1.508
O -0.380 -0.249 -2.245
H 0.494 -1.378 0.688
H 0.149 -2.491 -0.163
O 0.020 -1.532 -0.164
H -5.908 0.470 -2.009
H -4.428 0.370 -2.462
O -5.303 0.748 -2.693
H -2.202 -2.708 -2.514
H -2.491 -2.381 -4.003
O -1.920 -2.877 -3.423
H 2.042 0.895 3.568
H 0.911 0.878 2.555
O 1.868 0.612 2.639
H 1.021 5.530 2.810
H -0.383 5.972 2.019
O 0.331 5.313 2.159
H 1.436 1.331 -5.080
H 0.849 0.186 -5.849
O 1.156 1.134 -5.987
H -2.007 2.865 -0.476
H -2.318 3.106 0.912
O -2.246 2.346 0.320
H 5.555 -1.515 0.864
H 4.758 -2.520 1.629
O 5.667 -2.280 1.447
H 4.840 -2.528 -1.700
H 4.317 -1.245 -2.347
O 4.426 -2.187 -2.490
H -2.176 0.302 -1.302
O -2.768 0.251 -2.071
H 2.681 -0.857 -0.335
H 2.511 -2.293 -0.424
O 2.761 -1.633 0.254
H -2.175 -0.213 5.158
H 2.868 -0.724 -3.084
H -3.191 -1.559 -1.479
H 0.445 0.179 6.518
H 1.199 -1.581 3.012
H -2.222 0.671 -2.808
O -3.003 -3.824 3.997
H -2.811 -4.720 3.672
H -2.241 -3.681 4.600
O -1.491 4.254 -3.630
H -2.450 4.283 -3.916
H -1.287 3.436 -4.125
O -2.441 -2.284 1.419
H -1.889 -2.279 2.201
H -1.898 -1.941 0.715
O -1.562 0.082 -5.063
H -2.048 -0.244 -5.833
H -0.877 -0.583 -5.001
O 2.564 3.098 -2.256
H 2.513 4.046 -2.080
H 2.295 2.638 -1.468
O -2.931 -4.840 1.302
H -2.971 -4.063 1.870
H -3.382 -4.429 0.560
O -3.992 3.320 -3.675
H -4.518 2.832 -2.999
H -4.060 2.584 -4.324
```

Record 3
Computed, not measured: a molecular structure, C5H9N in a non-equilibrium geometry, with ωB97M-V with the def2-TZVPD basis set.

DFT total energy ... -6815.93104 eV
Energy relative to the best compared isomer or geometry (same formula, charge and spin) ... 5.064 eV
Net charge ... 0
HOMO (spin up / spin down) ... -8.8944 / -8.1445 eV
LUMO (spin up / spin down) ... 0.34 / 0.25 eV

```
15
C5H9N, DFT ωB97M-V with the def2-TZVPD basis set
C -0.799 1.031 -1.063
C -0.009 0.132 -0.134
C 0.006 0.013 1.452
N 0.544 -1.295 1.184
C -0.363 -1.348 -0.011
C 1.467 0.079 -0.235
H -0.667 0.706 -2.105
H -0.486 2.075 -0.989
H -1.868 0.962 -0.837
H 0.627 0.644 2.105
H -1.047 0.054 1.759
H -1.417 -1.558 0.254
H -0.029 -2.045 -0.779
H 1.925 0.314 -1.215
H 2.134 0.251 0.591
```

Record 4
Computed, not measured: 7 unconnected molecules or ions with the total composition C14H26Br8Cl6O in a non-equilibrium geometry, with ωB97M-V with the def2-TZVPD basis set.

DFT total energy ... -652461.77931 eV
SMILES ... ClC(Cl)Cl.ClC(Cl)Cl.C1CCOC1.BrCCBr.BrCCBr.BrCCBr.BrCCBr
Net charge ... 0
HOMO ... -9.7043 eV
LUMO ... 0.18 eV

```
55
C14H26Br8Cl6O, DFT ωB97M-V with the def2-TZVPD basis set
C -4.989 -1.877 1.987
Cl -5.138 -3.332 1.009
Cl -3.290 -1.444 2.218
Cl -5.800 -2.075 3.537
H -5.468 -1.064 1.460
C 0.074 -1.042 0.874
Cl 1.824 -1.170 0.737
Cl -0.688 -1.767 -0.527
Cl -0.386 0.660 1.075
H -0.287 -1.541 1.764
C -3.018 3.382 0.211
C -2.848 4.886 0.485
C -3.620 5.084 1.797
O -4.498 3.978 1.920
C -3.782 2.864 1.427
H -2.086 2.842 0.040
H -3.589 3.166 -0.697
H -3.143 5.532 -0.335
H -1.784 5.056 0.669
H -4.239 5.982 1.795
H -2.952 5.131 2.664
H -4.478 2.054 1.212
H -3.089 2.486 2.196
Br 4.196 3.233 -1.465
C 2.897 2.265 -0.404
C 2.407 3.067 0.759
Br 1.422 4.640 0.172
H 3.416 1.379 -0.042
H 2.111 1.899 -1.061
H 3.253 3.412 1.347
H 1.731 2.521 1.409
Br 3.789 -0.374 -2.556
C 2.899 -1.522 -3.844
C 1.497 -1.810 -3.377
Br 0.360 -0.247 -3.484
H 3.492 -2.427 -3.934
H 2.909 -0.961 -4.773
H 1.506 -2.109 -2.332
H 1.031 -2.595 -3.968
Br -4.253 -5.106 -2.589
C -2.553 -4.723 -1.753
C -1.443 -5.380 -2.537
Br 0.216 -5.246 -1.562
H -2.559 -5.036 -0.713
H -2.449 -3.642 -1.771
H -1.322 -4.877 -3.497
H -1.646 -6.417 -2.789
Br 6.736 -2.879 1.737
C 5.261 -1.636 1.948
C 5.812 -0.310 2.371
Br 4.354 0.921 2.730
H 4.578 -2.059 2.678
H 4.777 -1.564 0.978
H 6.388 0.135 1.562
H 6.462 -0.345 3.239
```

Record 5
Computed, not measured: a molecular structure, C5H3BeLiO3 in a non-equilibrium geometry, with ωB97M-V with the def2-TZVPD basis set.

DFT total energy ... -11973.98200 eV
Net charge ... +1
HOMO (spin up / spin down) ... -11.8093 / -11.6533 eV
2S+1 ... 2
LUMO (spin up / spin down) ... -5.46 / -5.52 eV

```
13
C5H3BeLiO3, DFT ωB97M-V with the def2-TZVPD basis set
O 1.431 0.774 1.841
C 0.384 0.132 1.755
C -0.361 -0.174 0.536
C -1.645 -0.637 0.742
H -0.110 -0.177 2.699
H -2.257 -0.987 -0.090
H -2.066 -0.704 1.747
O 1.536 0.099 -1.002
C 0.185 -0.026 -0.797
Li 2.486 1.158 0.348
C -0.760 0.212 -2.080
O -0.205 0.097 -3.172
Be 1.381 0.234 -2.527
```

Record 6
Computed, not measured: a molecular structure, C20H18BeO5PS2, with ωB97M-V with the def2-TZVPD basis set.

DFT total energy ... -62639.12672 eV
Net charge ... -1
HOMO ... -5.5577 eV
LUMO ... 2.67 eV

```
47
C20H18BeO5PS2, DFT ωB97M-V with the def2-TZVPD basis set
Be 0.204 1.029 -1.660
O 2.566 1.178 -4.425
C 1.610 0.817 -3.767
O 1.522 0.869 -2.469
C 0.386 0.191 -4.459
C -0.011 -1.098 -3.715
C -0.954 -1.937 -4.589
C -2.263 -1.115 -4.491
C -1.833 0.036 -3.570
O -0.887 -0.599 -2.694
C -0.936 1.029 -4.331
C -0.813 2.328 -3.503
O -0.880 3.404 -4.063
O -0.694 2.154 -2.217
H 0.648 0.003 -5.498
H 0.816 -1.635 -3.260
H -1.078 -2.935 -4.169
H -0.580 -2.029 -5.607
H -3.063 -1.693 -4.028
H -2.612 -0.746 -5.454
H -2.627 0.498 -2.991
H -1.334 1.303 -5.304
S -0.872 2.764 2.104
P -0.015 1.022 1.961
S 0.392 0.127 0.168
C -0.944 -0.258 2.905
C -1.520 -1.371 2.304
C -2.230 -2.284 3.073
C -2.366 -2.091 4.439
C -1.794 -0.978 5.041
C -1.090 -0.063 4.276
C 1.589 0.958 2.856
C 2.033 2.045 3.593
C 3.235 1.970 4.286
C 3.989 0.808 4.245
C 3.541 -0.285 3.513
C 2.346 -0.213 2.819
H -1.399 -1.512 1.239
H -2.680 -3.149 2.600
H -2.919 -2.807 5.036
H -1.903 -0.822 6.107
H -0.649 0.814 4.736
H 1.433 2.947 3.609
H 3.583 2.821 4.859
H 4.929 0.751 4.781
H 4.129 -1.195 3.480
H 1.992 -1.051 2.234
```

Record 7
Computed, not measured: a molecular structure, C48H49N4P2SiTi in a non-equilibrium geometry, with ωB97M-V with the def2-TZVPD basis set.

DFT total energy ... -106090.07813 eV
Energy relative to the best compared isomer or geometry (same formula, charge and spin) ... 0.925 eV
Net charge ... +2
HOMO (spin up / spin down) ... -11.8913 / -12.7019 eV
2S+1 ... 2
LUMO (spin up / spin down) ... -5.37 / -6.71 eV

```
105
C48H49N4P2SiTi, DFT ωB97M-V with the def2-TZVPD basis set
Ti 1.389 -1.118 -1.016
C 1.153 -1.732 -4.206
C 1.974 -2.869 -3.610
N 1.638 -3.039 -2.182
C 2.495 -4.050 -1.539
C 2.359 -3.945 -0.051
C 2.614 -4.991 0.811
C 2.567 -4.749 2.177
C 2.288 -3.472 2.633
C 2.022 -2.475 1.710
C 1.741 -1.058 2.120
N 1.629 -0.176 0.982
C 2.694 0.068 0.079
C 2.188 -0.110 -2.644
N 1.007 -0.585 -3.312
N 2.034 -2.719 0.393
H 0.153 -2.071 -4.480
H 1.635 -1.396 -5.124
H 3.041 -2.656 -3.673
H 1.798 -3.793 -4.167
H 0.686 -3.406 -2.131
H 3.532 -3.840 -1.809
H 2.266 -5.057 -1.891
H 2.856 -5.971 0.424
H 2.765 -5.549 2.878
H 2.280 -3.245 3.691
H 2.543 -0.708 2.775
H 0.827 -0.997 2.705
H 0.745 0.303 0.822
H 3.607 -0.428 0.400
H 2.854 1.110 -0.177
H 3.096 -0.558 -3.042
H 2.273 0.971 -2.613
H 0.151 -0.679 -2.740
C 0.246 2.699 -2.762
Si -0.576 1.667 -1.437
C -1.694 2.611 -0.250
C -3.079 2.753 -0.378
C -3.784 3.565 0.495
C -3.123 4.262 1.503
C -1.749 4.147 1.636
C -1.044 3.315 0.769
P 0.759 3.110 0.787
C 1.364 4.824 0.746
C 2.278 5.354 1.653
C 2.704 6.669 1.525
C 2.223 7.464 0.496
C 1.301 6.946 -0.404
C 0.876 5.634 -0.283
C 1.191 2.438 2.427
C 2.538 2.297 2.772
C 2.898 1.743 3.991
C 1.920 1.283 4.865
C 0.583 1.368 4.506
C 0.216 1.944 3.294
C -1.817 0.507 -2.310
C -2.525 1.077 -3.375
C -3.643 0.457 -3.909
C -4.089 -0.747 -3.379
C -3.383 -1.349 -2.351
C -2.234 -0.744 -1.833
P -1.208 -1.603 -0.581
C -1.535 -3.376 -0.900
C -1.435 -3.846 -2.216
C -1.580 -5.194 -2.503
C -1.829 -6.098 -1.477
C -1.948 -5.641 -0.175
C -1.804 -4.288 0.115
C -1.935 -1.228 1.043
C -2.960 -0.294 1.151
C -3.455 0.067 2.398
C -2.951 -0.528 3.544
C -1.949 -1.486 3.445
C -1.437 -1.827 2.203
H -0.430 3.507 -3.061
H 0.443 2.086 -3.642
H 1.174 3.158 -2.424
H -3.612 2.234 -1.165
H -4.857 3.670 0.384
H -3.681 4.904 2.171
H -1.225 4.706 2.403
H 2.642 4.764 2.482
H 3.407 7.074 2.240
H 2.555 8.490 0.402
H 0.907 7.567 -1.198
H 0.142 5.247 -0.979
H 3.314 2.626 2.090
H 3.944 1.674 4.262
H 2.202 0.862 5.821
H -0.185 1.006 5.178
H -0.833 2.011 3.037
H -2.211 2.029 -3.785
H -4.174 0.917 -4.733
H -4.975 -1.224 -3.777
H -3.721 -2.299 -1.959
H -1.290 -3.145 -3.032
H -1.523 -5.536 -3.529
H -1.950 -7.151 -1.699
H -2.170 -6.335 0.625
H -1.934 -3.955 1.135
H -3.380 0.154 0.265
H -4.242 0.807 2.465
H -3.349 -0.261 4.515
H -1.570 -1.970 4.336
H -0.655 -2.575 2.139
```

Record 8
Computed, not measured: 7 unconnected molecules or ions with the total composition H14O7, with ωB97M-V with the def2-TZVPD basis set.

DFT total energy ... -14559.29303 eV
SMILES ... O.O.O.O.O.O.O
Energy relative to the best compared isomer or geometry (same formula, charge and spin) ... 2.168 eV
Net charge ... 0
HOMO ... -11.4748 eV
LUMO ... 0.22 eV

```
21
H14O7, DFT ωB97M-V with the def2-TZVPD basis set
O -4.051 -0.517 -2.675
H -3.832 -1.083 -3.415
H -3.264 -0.520 -2.129
O -2.599 -3.979 2.180
H -3.049 -3.170 2.422
H -1.853 -3.691 1.653
O 1.631 -3.782 0.375
H 2.240 -4.055 1.060
H 1.687 -4.472 -0.286
O 2.702 3.352 1.285
H 2.942 4.141 0.799
H 3.485 2.802 1.252
O 0.280 0.605 -0.848
H 0.692 1.342 -0.396
H 0.738 -0.167 -0.517
O 0.084 0.041 -5.501
H 0.048 0.343 -4.594
H -0.499 -0.719 -5.525
O 0.634 4.276 5.156
H 1.071 4.088 4.326
H 0.912 5.164 5.379
```

Record 9
Computed, not measured: a molecular structure, C30H37N4SiV, with ωB97M-V with the def2-TZVPD basis set.

DFT total energy ... -71236.96615 eV
Energy relative to the best compared isomer or geometry (same formula, charge and spin) ... 0.000 eV
Net charge ... -1
HOMO (spin up / spin down) ... -1.9074 / -3.6688 eV
2S+1 ... 4
LUMO (spin up / spin down) ... 2.68 / 2.65 eV

```
73
C30H37N4SiV, DFT ωB97M-V with the def2-TZVPD basis set
V 0.779 0.022 -1.142
C -2.673 -0.885 -1.115
C -2.911 0.362 -1.962
C -1.657 1.039 -2.535
N -0.617 1.317 -1.569
C -0.520 2.527 -0.957
C -1.561 3.502 -1.103
C -1.770 4.703 -0.485
C -0.984 5.364 0.484
C 0.248 4.932 0.924
C 1.024 3.836 0.574
C 0.750 2.744 -0.309
N 1.643 1.766 -0.542
C 3.050 1.969 -0.292
C 3.827 0.676 -0.051
C 3.845 -0.278 -1.244
N 2.571 -0.934 -1.446
C 2.343 -2.147 -0.951
C 3.244 -2.803 -0.078
C 3.282 -4.097 0.412
C 2.495 -5.193 0.123
C 1.404 -5.184 -0.744
C 0.786 -4.149 -1.403
C 1.020 -2.741 -1.379
N 0.158 -1.859 -1.821
C -1.012 -2.225 -2.595
C -2.336 -2.188 -1.830
H -3.573 -1.060 -0.516
H -1.888 -0.662 -0.392
H -3.431 1.094 -1.337
H -3.585 0.124 -2.795
H -1.954 1.949 -3.072
H -1.209 0.393 -3.297
H -2.351 3.209 -1.779
H -2.687 5.212 -0.768
H -1.376 6.284 0.901
H 0.707 5.565 1.684
H 1.956 3.771 1.114
H 3.249 2.640 0.548
H 3.489 2.459 -1.180
H 3.428 0.157 0.823
H 4.861 0.958 0.185
H 4.653 -1.014 -1.146
H 4.059 0.303 -2.151
H 4.026 -2.165 0.311
H 4.085 -4.277 1.122
H 2.747 -6.133 0.599
H 0.930 -6.153 -0.899
H -0.104 -4.443 -1.943
H -0.891 -3.211 -3.059
H -1.059 -1.518 -3.429
H -2.323 -2.992 -1.087
H -3.135 -2.438 -2.542
C 1.432 0.241 2.584
Si 0.165 -0.441 1.316
C 0.005 -2.287 1.800
C -1.466 0.327 1.974
C -2.528 -0.436 2.463
C -3.714 0.142 2.890
C -3.877 1.517 2.831
C -2.840 2.299 2.349
C -1.658 1.709 1.933
H 1.037 0.173 3.598
H 1.682 1.281 2.384
H 2.356 -0.335 2.548
H -0.223 -2.393 2.863
H 0.933 -2.826 1.605
H -0.776 -2.797 1.237
H -2.435 -1.514 2.509
H -4.515 -0.485 3.268
H -4.806 1.972 3.151
H -2.946 3.375 2.283
H -0.876 2.351 1.554
```